(1)
DFT (the ωB97M-V functional and the def2-TZVPD basis) results for C22H23N8O3RuS as an isolated structure.

The geometry in XYZ format:
```
58
C22H23N8O3RuS, DFT the ωB97M-V functional and the def2-TZVPD basis
Ru 0.268 0.244 -0.006
N 2.313 -1.333 3.496
C 1.557 -1.021 2.410
S 1.368 0.657 1.972
N 0.913 -1.989 1.806
N 0.279 -1.589 0.690
C -1.025 -2.199 0.515
C -1.424 -2.431 -0.984
C -2.256 -3.681 -1.077
C -3.376 -3.764 -1.787
C -3.925 -2.608 -2.481
C -3.337 -1.413 -2.411
C -2.077 -1.213 -1.691
O -1.499 -0.141 -1.766
H 2.947 -0.643 3.852
H 2.521 -2.303 3.657
H -1.028 -3.171 1.016
H -1.858 -4.544 -0.557
H -3.914 -4.702 -1.839
H -4.842 -2.731 -3.045
H -3.735 -0.534 -2.900
C 4.046 -0.713 -2.353
C 2.648 -0.748 -1.821
N 2.169 0.121 -0.998
O 3.081 1.115 -0.666
C 1.782 -1.906 -2.132
C 2.355 -3.221 -2.559
N 0.570 -1.692 -1.820
O -0.253 -2.788 -1.784
H 4.575 0.174 -2.028
H 4.028 -0.742 -3.445
H 4.593 -1.596 -2.017
H 2.780 1.358 0.231
H 3.123 -3.089 -3.320
H 1.569 -3.860 -2.954
H 2.810 -3.728 -1.704
N -1.940 2.443 0.908
C -2.404 1.111 1.053
C -3.765 0.940 1.292
C -4.264 -0.375 1.085
C -3.436 -1.435 0.956
C -1.983 -1.232 1.258
N -1.547 0.131 0.910
C -1.096 2.984 -0.028
C -1.281 4.344 -0.350
C -0.487 4.939 -1.292
C 0.489 4.175 -1.932
C 0.623 2.863 -1.556
N -0.123 2.266 -0.605
H -2.655 3.094 1.190
H -4.424 1.795 1.347
H -5.334 -0.516 0.978
H -3.815 -2.436 0.796
H -1.764 -1.401 2.329
H -2.067 4.898 0.147
H -0.630 5.981 -1.545
H 1.130 4.587 -2.697
H 1.369 2.233 -2.016
```

Values from the calculation:
* <S²>: 0.764
* total charge: 0
* molecular weight: 580.616 g/mol
* orbital gap (spin up / spin down): 0.2021 / 0.2003 Eh
* multiplicity: 2
* largest force on an atom: 0.00623 Eh/bohr
* energy above the lowest of the compared OMol25 structures with the same formula, charge and spin: 2.517 eV
* LUMO energy (spin up / spin down): -0.3 / -0.3 eV
* calculated total energy: -2008.85105 Eh

=====

(2)
DFT (the ωB97M-V functional and the def2-TZVPD basis) results for one molecule with the formula C4H7NO.

The geometry in XYZ format:
```
13
C4H7NO, DFT the ωB97M-V functional and the def2-TZVPD basis
C -1.026 -0.757 0.346
C -0.373 0.083 -0.760
C 0.147 1.314 0.027
O 0.869 0.760 1.086
C 1.404 -1.054 -0.096
N 0.834 -0.697 -1.089
H -1.239 -1.772 0.010
H -1.958 -0.297 0.715
H 0.149 -0.069 1.247
H -0.917 0.338 -1.673
H -0.760 1.805 0.412
H 0.707 2.034 -0.577
H 2.163 -1.685 0.352
```

Values from the calculation:
* total charge: 0
* molecular weight: 85.106 g/mol
* orbital gap (spin up / spin down): 0.2739 / 0.2739 Eh
* multiplicity: 1
* largest force on an atom: 0.01710 Eh/bohr
* energy above the lowest of the compared OMol25 structures with the same formula, charge and spin: 6.054 eV
* LUMO energy (spin up / spin down): -0.3 / -0.3 eV
* calculated total energy: -286.40916 Eh

=====

(3)
DFT (the ωB97M-V functional and the def2-TZVPD basis) results for one molecule with the formula C5H13BN2S in a non-equilibrium geometry.

The geometry in XYZ format:
```
22
C5H13BN2S, DFT the ωB97M-V functional and the def2-TZVPD basis
B -1.174 0.156 0.522
C 0.989 -0.083 1.785
C 2.030 -0.726 0.767
C 0.271 2.082 0.621
C 1.144 -1.891 -1.146
C -3.293 0.153 -1.547
N -0.033 0.732 1.070
N 1.430 -1.901 0.182
S -2.467 1.125 -0.244
H 0.462 -0.762 2.544
H 1.640 0.454 2.535
H 2.475 0.129 0.054
H 2.941 -0.977 1.349
H 0.012 1.963 -0.474
H -0.269 2.898 0.959
H 1.345 2.226 0.655
H 2.004 -2.070 -1.731
H 0.368 -2.571 -1.271
H 0.980 -0.842 -1.456
H -3.629 0.742 -2.315
H -4.252 0.045 -1.110
H -2.973 -0.882 -1.750
```

Values from the calculation:
* total charge: 0
* molecular weight: 144.052 g/mol
* orbital gap (spin up / spin down): 0.3204 / 0.2580 Eh
* multiplicity: 1
* largest force on an atom: 0.08505 Eh/bohr
* energy above the lowest of the compared OMol25 structures with the same formula, charge and spin: 3.443 eV
* LUMO energy (spin up / spin down): 0.1 / 0.1 eV
* calculated total energy: -730.69403 Eh

=====

(4)
DFT (the ωB97M-V functional and the def2-TZVPD basis) results for C31H37N5Zn as an isolated structure in a non-equilibrium geometry.

The geometry in XYZ format:
```
74
C31H37N5Zn, DFT the ωB97M-V functional and the def2-TZVPD basis
Zn -0.217 -0.286 1.244
N -0.884 -2.143 2.847
N 0.097 -2.436 -0.320
C 1.723 1.620 0.550
C 2.563 0.510 0.865
C 2.215 0.033 2.165
C 2.893 -1.026 2.943
H 3.511 -1.664 2.299
H 2.158 -1.660 3.460
H 3.552 -0.594 3.715
C 1.114 0.827 2.655
C 0.588 0.807 4.044
H 1.242 1.353 4.740
H 0.493 -0.226 4.394
H -0.404 1.268 4.087
C 0.895 1.882 1.684
C 0.126 3.121 1.937
H -0.637 2.969 2.713
H -0.358 3.491 1.021
H 0.803 3.917 2.297
C 3.608 -0.086 0.009
H 4.563 -0.150 0.554
H 3.771 0.513 -0.896
H 3.342 -1.110 -0.310
C 1.703 2.411 -0.697
H 0.671 2.529 -1.065
H 2.273 1.922 -1.493
H 2.122 3.416 -0.538
C -1.588 -2.578 3.916
H -1.634 -1.979 4.829
C -2.284 -3.804 3.896
H -2.937 -4.058 4.723
C -2.122 -4.678 2.822
H -2.658 -5.616 2.732
C -1.236 -4.322 1.829
H -0.970 -4.922 0.964
C -0.572 -3.079 1.916
C 0.466 -2.800 0.964
H 1.460 -2.453 1.273
C -0.060 -1.101 -0.656
C -0.118 -3.258 -1.428
H -0.144 -4.328 -1.334
C -0.202 -2.452 -2.488
H -0.288 -2.678 -3.532
N -0.110 -1.126 -2.019
C -0.039 -0.007 -2.930
C 1.162 0.280 -3.606
C 1.219 1.403 -4.445
H 2.151 1.646 -4.957
C 0.102 2.214 -4.657
C 0.175 3.434 -5.527
H 0.141 4.364 -4.941
H -0.676 3.448 -6.218
H 1.098 3.422 -6.111
C -1.085 1.899 -3.999
H -1.972 2.519 -4.146
C -1.176 0.778 -3.163
C -2.487 0.388 -2.564
H -2.888 -0.552 -2.977
H -3.218 1.178 -2.765
H -2.409 0.283 -1.476
C 2.387 -0.572 -3.466
H 2.439 -1.356 -4.239
H 2.443 -1.048 -2.481
H 3.279 0.061 -3.588
N -3.776 1.784 1.186
C -3.988 1.040 2.338
C -2.858 0.295 2.497
N -2.009 0.545 1.427
C -2.573 1.479 0.673
H -4.412 2.456 0.786
H -4.849 1.085 2.967
H -2.573 -0.394 3.261
H -2.139 1.950 -0.192
```

Values from the calculation:
* total charge: -2
* molecular weight: 545.062 g/mol
* orbital gap: 0.0582 Eh
* multiplicity: 1
* largest force on an atom: 0.05206 Eh/bohr
* energy above the lowest of the compared OMol25 structures with the same formula, charge and spin: 0.000 eV
* LUMO energy: 4.1 eV
* calculated total energy: -3256.39567 Eh

=====

(5)
DFT (the ωB97M-V functional and the def2-TZVPD basis) results for a 2-piece molecular cluster, C12H18NS overall in a non-equilibrium geometry.

The geometry in XYZ format:
```
32
C12H18NS, DFT the ωB97M-V functional and the def2-TZVPD basis
C 2.163 2.935 -0.913
C 1.280 3.248 0.072
C 2.263 1.584 -1.375
C 0.547 2.198 0.726
C 1.450 0.548 -0.820
C 0.631 0.854 0.326
C 0.421 -1.075 1.717
C 2.261 -3.046 -1.404
C -0.175 -0.252 0.882
C -1.606 -0.634 -1.028
C -2.296 0.733 0.705
C -2.258 -1.542 1.156
N -1.569 -0.444 0.412
S 0.678 -2.891 -1.629
H 2.755 3.747 -1.367
H 1.160 4.280 0.408
H 2.995 1.239 -2.194
H 0.009 2.425 1.553
H 1.598 -0.500 -1.050
H 1.448 -0.902 2.028
H -0.150 -1.928 2.138
H 2.764 -3.975 -1.164
H 2.709 -2.055 -1.340
H -1.192 -1.741 -1.246
H -2.594 -0.443 -1.499
H -0.667 -0.104 -1.488
H -1.607 1.598 0.343
H -3.331 0.865 0.421
H -2.293 0.837 1.770
H -3.301 -1.635 0.726
H -1.771 -2.478 0.923
H -2.321 -1.446 2.213
```

Values from the calculation:
* total charge: +1
* molecular weight: 208.350 g/mol
* orbital gap: 0.3091 Eh
* multiplicity: 1
* largest force on an atom: 0.10259 Eh/bohr
* energy above the lowest of the compared OMol25 structures with the same formula, charge and spin: 2.253 eV
* LUMO energy: -3.7 eV
* calculated total energy: -920.61242 Eh

=====

(6)
DFT (the ωB97M-V functional and the def2-TZVPD basis) results for a 2-piece molecular cluster, CH3Br2ClSi overall in a non-equilibrium geometry.

The geometry in XYZ format:
```
8
CH3Br2ClSi, DFT the ωB97M-V functional and the def2-TZVPD basis
C -0.126 -0.170 0.033
Si -1.044 -2.470 1.045
Cl 0.243 -4.064 0.780
Br -1.534 -2.123 3.187
Br -2.923 -2.812 -0.004
H -0.932 0.462 0.293
H 0.692 0.041 0.811
H 0.035 -0.275 -0.975
```

Values from the calculation:
* total charge: 0
* molecular weight: 238.382 g/mol
* orbital gap: 0.3223 Eh
* multiplicity: 1
* largest force on an atom: 0.11068 Eh/bohr
* energy above the lowest of the compared OMol25 structures with the same formula, charge and spin: 2.253 eV
* LUMO energy: -0.5 eV
* calculated total energy: -5937.68359 Eh

=====

Number 6 is which compound?
CH3Br2ClSi

=====

Copy entry 1 word for word.
DFT (the ωB97M-V functional and the def2-TZVPD basis) results for C22H23N8O3RuS as an isolated structure.

The geometry in XYZ format:
```
58
C22H23N8O3RuS, DFT the ωB97M-V functional and the def2-TZVPD basis
Ru 0.268 0.244 -0.006
N 2.313 -1.333 3.496
C 1.557 -1.021 2.410
S 1.368 0.657 1.972
N 0.913 -1.989 1.806
N 0.279 -1.589 0.690
C -1.025 -2.199 0.515
C -1.424 -2.431 -0.984
C -2.256 -3.681 -1.077
C -3.376 -3.764 -1.787
C -3.925 -2.608 -2.481
C -3.337 -1.413 -2.411
C -2.077 -1.213 -1.691
O -1.499 -0.141 -1.766
H 2.947 -0.643 3.852
H 2.521 -2.303 3.657
H -1.028 -3.171 1.016
H -1.858 -4.544 -0.557
H -3.914 -4.702 -1.839
H -4.842 -2.731 -3.045
H -3.735 -0.534 -2.900
C 4.046 -0.713 -2.353
C 2.648 -0.748 -1.821
N 2.169 0.121 -0.998
O 3.081 1.115 -0.666
C 1.782 -1.906 -2.132
C 2.355 -3.221 -2.559
N 0.570 -1.692 -1.820
O -0.253 -2.788 -1.784
H 4.575 0.174 -2.028
H 4.028 -0.742 -3.445
H 4.593 -1.596 -2.017
H 2.780 1.358 0.231
H 3.123 -3.089 -3.320
H 1.569 -3.860 -2.954
H 2.810 -3.728 -1.704
N -1.940 2.443 0.908
C -2.404 1.111 1.053
C -3.765 0.940 1.292
C -4.264 -0.375 1.085
C -3.436 -1.435 0.956
C -1.983 -1.232 1.258
N -1.547 0.131 0.910
C -1.096 2.984 -0.028
C -1.281 4.344 -0.350
C -0.487 4.939 -1.292
C 0.489 4.175 -1.932
C 0.623 2.863 -1.556
N -0.123 2.266 -0.605
H -2.655 3.094 1.190
H -4.424 1.795 1.347
H -5.334 -0.516 0.978
H -3.815 -2.436 0.796
H -1.764 -1.401 2.329
H -2.067 4.898 0.147
H -0.630 5.981 -1.545
H 1.130 4.587 -2.697
H 1.369 2.233 -2.016
```

Values from the calculation:
* <S²>: 0.764
* total charge: 0
* molecular weight: 580.616 g/mol
* orbital gap (spin up / spin down): 0.2021 / 0.2003 Eh
* multiplicity: 2
* largest force on an atom: 0.00623 Eh/bohr
* energy above the lowest of the compared OMol25 structures with the same formula, charge and spin: 2.517 eV
* LUMO energy (spin up / spin down): -0.3 / -0.3 eV
* calculated total energy: -2008.85105 Eh